# 1
Density functional theory data (the ωB97M-V functional and the def2-TZVPD basis) for 2 unconnected molecules or ions with the total composition C4H12O.

XYZ file:
```
17
Properties=species:S:1:pos:R:3:nbo_charge:R:1
C -0.48171 0.10402 1.92980 -0.60
C -1.43851 -0.88485 2.62026 -0.60
H 0.25103 -0.47011 1.34987 0.20
H -1.03485 0.69958 1.21435 0.20
H 0.06635 0.70492 2.62560 0.20
H -2.32184 -0.35724 2.98942 0.20
H -0.91989 -1.37731 3.44500 0.20
H -1.83435 -1.60374 1.89936 0.21
C 0.21919 0.57845 -1.87014 -0.06
C 1.75861 0.56314 -1.90718 -0.64
O -0.33858 -0.71729 -2.01154 -0.72
H -0.06698 0.92030 -0.88080 0.18
H -0.09230 1.20930 -2.69850 0.16
H 2.10253 -0.17806 -2.63367 0.20
H -0.24798 -0.98620 -2.93837 0.46
H 2.22590 0.24579 -0.97260 0.21
H 2.15339 1.54929 -2.16087 0.21
```

Summary:
- Relative energy (zero: lowest compared OMol25 entry of this formula, charge and spin): 53.40 kJ/mol
- Frontier orbital gap: 11.27 eV
- Structure (SMILES): CCO.CC

# 2
Density functional theory data (the ωB97M-V functional and the def2-TZVPD basis) for a gas-phase ion, C3H9N2O (charge +1).

XYZ file:
```
15
Properties=species:S:1:pos:R:3:nbo_charge:R:1
C -0.27330 -1.48436 1.20036 -0.47
C 0.24308 -0.77913 -1.21674 -0.46
C 0.15814 1.81585 -0.34430 -0.52
N -0.04603 -0.50984 0.18674 0.11
N 0.02996 0.71792 0.58682 0.07
O -0.15102 1.03326 1.81455 -0.12
H -0.87740 -2.35429 0.81327 0.26
H 0.69790 -1.85407 1.41806 0.26
H -0.80756 -0.90687 2.05976 0.29
H 1.22873 -0.51268 -1.57980 0.27
H -0.07173 -1.70511 -1.56845 0.26
H -0.57406 -0.16642 -1.70000 0.26
H 1.15470 2.19956 -0.57906 0.25
H -0.31806 2.73453 0.26774 0.28
H -0.39334 1.77165 -1.35895 0.24
```

Summary:
- Charge: +1
- Multiplicity: 3
- Relative energy (zero: lowest compared OMol25 entry of this formula, charge and spin): 284.35 kJ/mol
- Frontier orbital gap (alpha / beta): 10.07 / 8.00 eV
- Expectation value of S²: 2.007

# 3
Density functional theory data (the ωB97M-V functional and the def2-TZVPD basis) for a molecular structure, C15H37FIInN5O5.

XYZ file:
```
65
Properties=species:S:1:pos:R:3:nbo_charge:R:1
F 4.40200 -1.49705 -2.75573 -0.80
In 3.45087 0.34223 -2.95839 1.17
I 0.65794 -0.01436 -2.91706 -0.57
H 3.97357 1.42632 -1.66107 -0.37
H 3.92394 0.96010 -4.56630 -0.40
C 2.84438 -2.62715 1.26554 0.52
O 3.08437 -1.46285 1.01643 -0.61
N 3.31820 -3.69204 0.58544 -0.43
C 2.97929 -5.04711 0.96090 -0.40
C 4.19521 -3.46250 -0.55657 -0.43
H 2.18895 -2.91785 2.11048 0.08
H 3.89548 -5.59120 1.20352 0.19
H 2.47417 -5.54063 0.12615 0.19
H 2.32206 -5.05293 1.82868 0.21
H 5.07727 -2.91362 -0.22501 0.21
H 3.67204 -2.85896 -1.29691 0.27
H 4.49668 -4.41013 -0.99978 0.19
C 3.53872 -4.58518 4.54718 0.53
O 3.22256 -5.73861 4.32202 -0.63
N 2.89799 -3.75398 5.39397 -0.43
C 3.33413 -2.38781 5.60998 -0.40
C 1.73476 -4.24642 6.10837 -0.42
H 4.40640 -4.11481 4.05479 0.12
H 3.58078 -2.24676 6.66530 0.19
H 2.53199 -1.70088 5.33337 0.20
H 4.21245 -2.16583 5.00711 0.22
H 2.01764 -5.10786 6.71604 0.21
H 0.97493 -4.56439 5.39267 0.21
H 1.32965 -3.46529 6.74797 0.20
C -1.18525 4.47457 -1.61442 0.53
O 0.01753 4.44700 -1.77645 -0.61
N -1.89233 3.63127 -0.83510 -0.43
C -3.32982 3.74190 -0.69327 -0.42
C -1.19655 2.57585 -0.11085 -0.43
H -1.82171 5.23089 -2.11220 0.08
H -3.57721 3.91056 0.36005 0.24
H -3.79830 2.81242 -1.03257 0.18
H -3.71207 4.57130 -1.28982 0.19
H -0.45765 3.02217 0.55636 0.21
H -0.67796 1.91930 -0.81352 0.25
H -1.90948 1.99338 0.46911 0.19
C -0.48381 -0.69320 -6.23959 0.53
O 0.39538 -0.82720 -5.42333 -0.59
N -0.42089 -1.10455 -7.53400 -0.45
C -1.51391 -0.91041 -8.46051 -0.39
C 0.78949 -1.76021 -7.99419 -0.42
H -1.44393 -0.20500 -5.98603 0.10
H -1.85471 -1.88016 -8.83451 0.18
H -1.17681 -0.30028 -9.30317 0.19
H -2.34605 -0.40767 -7.96999 0.21
H 0.96686 -2.65765 -7.39911 0.21
H 1.63983 -1.08875 -7.86458 0.22
H 0.69338 -2.03075 -9.04454 0.19
C -3.90492 4.30274 3.36881 0.54
O -3.41957 4.19762 2.26025 -0.62
N -5.07136 4.92433 3.64503 -0.43
C -5.59750 5.01614 4.99130 -0.40
C -5.81923 5.51916 2.55087 -0.42
H -3.41340 3.88469 4.26357 0.11
H -6.57654 4.53326 5.03443 0.19
H -5.70320 6.06688 5.27109 0.19
H -4.92960 4.52675 5.69785 0.21
H -6.07250 4.74842 1.82116 0.22
H -5.20424 6.27278 2.05645 0.22
H -6.73036 5.97996 2.92629 0.20
```

Summary:
- Charge: -1
- Frontier orbital gap: 5.50 eV

# 4
Density functional theory data (the ωB97M-V functional and the def2-TZVPD basis) for a molecular structure, C10H16B2Cl2F4IN4O4Pt.

XYZ file:
```
44
Properties=species:S:1:pos:R:3:nbo_charge:R:1
Pt -0.99342 0.64223 1.34700 1.32
C 3.33882 0.73134 1.88167 -0.71
C 1.91311 0.38113 1.68483 0.33
N 1.00094 1.07000 1.05215 -0.13
O 1.45729 2.17861 0.34688 -0.44
B 0.43344 3.27411 0.32807 1.24
F 1.00335 4.45448 -0.14883 -0.46
F -0.02832 3.52386 1.67632 -0.55
O -0.80292 3.07647 -0.50949 -0.35
N -1.15652 1.75490 -0.39254 -0.13
C -1.29667 1.20679 -1.59564 0.31
C -1.60186 2.04366 -2.82592 -0.71
C -1.55491 -0.20751 -1.46437 0.37
N -1.26792 -0.63706 -0.24402 -0.09
O -1.45534 -1.97002 -0.09148 -0.25
B -1.69456 -2.48000 1.35622 1.25
F -2.81170 -1.89455 1.92200 -0.50
F -1.78284 -3.82514 1.13065 -0.46
O -0.48718 -2.18074 2.25010 -0.43
N 0.05425 -1.01547 1.96531 -0.11
C 1.33463 -0.85162 2.21541 0.29
C 2.13110 -1.87609 2.97215 -0.71
C -1.92865 -1.08336 -2.62996 -0.70
H 3.48017 1.78857 1.68810 0.30
H 3.93837 0.21309 1.10544 0.31
H 3.74819 0.41461 2.83763 0.29
H -1.21435 2.99927 -2.57927 0.29
H -2.66404 2.02975 -3.12259 0.31
H -1.03553 1.76528 -3.73248 0.31
H 3.11165 -2.09570 2.48755 0.30
H 1.49672 -2.79424 3.00455 0.30
H 2.44037 -1.52396 3.96105 0.30
H -2.98058 -0.91135 -2.97275 0.32
H -1.85397 -2.10900 -2.24483 0.29
H -1.18798 -0.84934 -3.38427 0.31
Cl 0.73589 -0.70076 -5.28603 0.01
C 1.64646 -1.99732 -4.59705 -0.41
Cl 2.40849 -1.34590 -3.13013 -0.06
H 2.38028 -2.41141 -5.31677 0.27
H 0.96218 -2.77795 -4.30995 0.22
I -1.36330 2.24654 4.26805 1.14
C -2.25087 0.78343 3.01991 -0.81
H -3.22292 1.16987 2.62372 0.31
H -2.37935 -0.20949 3.45360 0.31
```

Summary:
- Charge: +3
- Multiplicity: 5
- Relative energy (zero: lowest compared OMol25 entry of this formula, charge and spin): 253.38 kJ/mol
- Frontier orbital gap (alpha / beta): 4.82 / 2.56 eV
- Expectation value of S²: 6.080

Repeat the fourth record exactly.
Density functional theory data (the ωB97M-V functional and the def2-TZVPD basis) for a molecular structure, C10H16B2Cl2F4IN4O4Pt.

XYZ file:
```
44
Properties=species:S:1:pos:R:3:nbo_charge:R:1
Pt -0.99342 0.64223 1.34700 1.32
C 3.33882 0.73134 1.88167 -0.71
C 1.91311 0.38113 1.68483 0.33
N 1.00094 1.07000 1.05215 -0.13
O 1.45729 2.17861 0.34688 -0.44
B 0.43344 3.27411 0.32807 1.24
F 1.00335 4.45448 -0.14883 -0.46
F -0.02832 3.52386 1.67632 -0.55
O -0.80292 3.07647 -0.50949 -0.35
N -1.15652 1.75490 -0.39254 -0.13
C -1.29667 1.20679 -1.59564 0.31
C -1.60186 2.04366 -2.82592 -0.71
C -1.55491 -0.20751 -1.46437 0.37
N -1.26792 -0.63706 -0.24402 -0.09
O -1.45534 -1.97002 -0.09148 -0.25
B -1.69456 -2.48000 1.35622 1.25
F -2.81170 -1.89455 1.92200 -0.50
F -1.78284 -3.82514 1.13065 -0.46
O -0.48718 -2.18074 2.25010 -0.43
N 0.05425 -1.01547 1.96531 -0.11
C 1.33463 -0.85162 2.21541 0.29
C 2.13110 -1.87609 2.97215 -0.71
C -1.92865 -1.08336 -2.62996 -0.70
H 3.48017 1.78857 1.68810 0.30
H 3.93837 0.21309 1.10544 0.31
H 3.74819 0.41461 2.83763 0.29
H -1.21435 2.99927 -2.57927 0.29
H -2.66404 2.02975 -3.12259 0.31
H -1.03553 1.76528 -3.73248 0.31
H 3.11165 -2.09570 2.48755 0.30
H 1.49672 -2.79424 3.00455 0.30
H 2.44037 -1.52396 3.96105 0.30
H -2.98058 -0.91135 -2.97275 0.32
H -1.85397 -2.10900 -2.24483 0.29
H -1.18798 -0.84934 -3.38427 0.31
Cl 0.73589 -0.70076 -5.28603 0.01
C 1.64646 -1.99732 -4.59705 -0.41
Cl 2.40849 -1.34590 -3.13013 -0.06
H 2.38028 -2.41141 -5.31677 0.27
H 0.96218 -2.77795 -4.30995 0.22
I -1.36330 2.24654 4.26805 1.14
C -2.25087 0.78343 3.01991 -0.81
H -3.22292 1.16987 2.62372 0.31
H -2.37935 -0.20949 3.45360 0.31
```

Summary:
- Charge: +3
- Multiplicity: 5
- Relative energy (zero: lowest compared OMol25 entry of this formula, charge and spin): 253.38 kJ/mol
- Frontier orbital gap (alpha / beta): 4.82 / 2.56 eV
- Expectation value of S²: 6.080